Entry 1:
Molecular formula: BrSr
Method: DFT, ωB97M-V/def2-TZVPD

Atoms and positions in Å:
Sr (-1.422, 0.407, -0.227)
Br (1.422, -0.407, 0.227)

Output
**Highest occupied orbital energy**: -13.077 eV
**Electronic energy**: -70872.197 eV
**Charge**: +1
**2S+1**: 1
**Frontier orbital gap**: 6.79 eV
**ΔE to the lowest compared entry with this formula, charge and spin**: 0.4526 eV



Entry 2:
Molecular formula: C10Cs2F30Li2N5O20S10
Method: DFT, ωB97M-V/def2-TZVPD

Atoms and positions in Å:
Li (-10.397, 17.436, -2.674)
Li (-9.761, 18.028, 2.269)
Cs (-14.011, 14.634, 2.672)
Cs (-7.959, 13.373, -4.181)
C (-8.744, 20.536, -0.241)
F (-8.686, 21.595, 0.610)
F (-8.291, 20.900, -1.507)
F (-8.077, 19.486, 0.259)
S (-10.544, 19.988, -0.334)
O (-11.349, 21.152, -0.810)
O (-10.528, 18.857, -1.288)
N (-10.761, 19.396, 1.320)
S (-12.256, 19.857, 1.580)
O (-12.349, 21.334, 1.822)
O (-13.322, 19.245, 0.808)
C (-12.378, 19.005, 3.414)
F (-13.368, 19.601, 4.031)
F (-12.705, 17.719, 3.235)
F (-11.192, 19.135, 4.030)
C (-12.188, 13.517, -8.121)
F (-13.459, 13.263, -8.537)
F (-11.302, 12.981, -8.886)
F (-12.094, 14.792, -8.022)
S (-11.895, 12.846, -6.329)
O (-10.761, 13.593, -5.814)
O (-13.186, 13.049, -5.670)
N (-11.552, 11.159, -6.627)
S (-11.790, 10.575, -5.233)
O (-11.326, 11.294, -4.008)
O (-13.208, 10.057, -5.298)
C (-10.739, 8.936, -5.361)
F (-11.223, 8.132, -6.392)
F (-9.439, 9.188, -5.693)
F (-10.762, 8.238, -4.202)
C (-10.550, 15.665, 5.480)
F (-11.695, 16.284, 5.363)
F (-9.768, 16.653, 5.982)
F (-10.678, 14.649, 6.367)
S (-9.845, 15.048, 3.806)
O (-9.081, 13.892, 4.297)
O (-10.938, 14.676, 2.952)
N (-9.039, 16.335, 3.231)
S (-7.605, 16.047, 3.708)
O (-7.400, 16.294, 5.163)
O (-6.884, 14.949, 3.108)
C (-6.630, 17.490, 2.812)
F (-6.867, 17.243, 1.531)
F (-7.182, 18.671, 3.077)
F (-5.323, 17.427, 3.157)
C (-12.810, 14.231, -1.928)
F (-12.197, 13.270, -1.342)
F (-12.491, 14.303, -3.122)
F (-14.092, 14.110, -1.812)
S (-12.262, 15.812, -1.024)
O (-13.063, 16.859, -1.684)
O (-12.559, 15.636, 0.373)
N (-10.580, 15.893, -1.439)
S (-9.851, 15.618, -0.077)
O (-9.764, 16.827, 0.660)
O (-10.171, 14.331, 0.577)
C (-8.084, 15.383, -0.701)
F (-7.236, 15.091, 0.363)
F (-8.012, 14.245, -1.397)
F (-7.551, 16.477, -1.255)
C (-13.637, 11.182, 0.070)
F (-14.007, 10.466, 1.110)
F (-13.728, 12.449, 0.435)
F (-12.500, 10.742, -0.336)
S (-14.919, 10.862, -1.464)
O (-16.251, 11.296, -1.129)
O (-14.308, 11.398, -2.666)
N (-15.004, 9.071, -1.555)
S (-16.030, 8.707, -2.598)
O (-17.393, 8.481, -2.027)
O (-16.108, 9.685, -3.713)
C (-15.491, 6.982, -3.340)
F (-15.485, 6.060, -2.369)
F (-16.346, 6.594, -4.311)
F (-14.299, 6.867, -3.995)

Output
**Highest occupied orbital energy (alpha / beta)**: -9.291 / -9.288 eV
**Electronic energy**: -250143.031 eV
**Charge**: 0
**2S+1**: 2
**Frontier orbital gap (alpha / beta)**: 7.51 / 4.60 eV



Entry 3:
Molecular formula: C10H10
Method: DFT, ωB97M-V/def2-TZVPD

Atoms and positions in Å:
C (-2.225, -0.523, -2.415)
C (-1.930, 0.570, -1.658)
C (-2.688, 1.877, -1.907)
C (-0.800, 0.462, -0.800)
C (0.123, 0.552, -0.009)
C (1.256, 0.670, 0.839)
C (2.205, 0.538, 1.614)
C (3.178, 0.221, 2.600)
C (4.454, 0.396, 2.254)
C (2.680, 0.165, 4.028)
H (-3.152, -0.670, -3.007)
H (-1.736, -1.519, -2.405)
H (-2.168, 2.362, -2.786)
H (-3.672, 1.698, -2.200)
H (-2.673, 2.404, -0.960)
H (5.239, 0.380, 2.974)
H (4.769, 0.635, 1.206)
H (2.250, 1.197, 4.350)
H (3.515, -0.159, 4.652)
H (1.959, -0.672, 4.212)

Output
**Highest occupied orbital energy**: -8.400 eV
**Electronic energy**: -10526.956 eV
**Charge**: 0
**SMILES**: C=C(C)C#CC#CC(=C)C
**2S+1**: 1
**Frontier orbital gap**: 8.89 eV
**ΔE to the lowest compared entry with this formula, charge and spin**: 2.0371 eV



Entry 4:
Molecular formula: C10H10AlCl2I2O6RhS
Method: DFT, ωB97M-V/def2-TZVPD

Atoms and positions in Å:
I (1.341, -3.001, 0.669)
I (3.827, -0.911, 0.413)
Rh (-1.152, 0.936, 0.721)
Al (1.435, -0.267, 0.834)
S (0.829, 1.093, -0.845)
C (-1.508, -2.323, -0.311)
C (-1.641, -0.536, 1.908)
C (0.433, 0.351, -2.549)
C (1.041, 1.371, -3.513)
C (-1.074, 0.250, -2.738)
C (1.091, -1.002, -2.728)
C (-1.220, 2.385, 1.940)
C (-2.817, 1.238, -0.097)
O (-2.061, -1.526, 2.349)
O (-2.601, -2.520, -0.544)
O (-1.296, 3.240, 2.718)
O (-3.803, 1.529, -0.627)
H (0.836, 1.080, -4.552)
H (2.125, 1.451, -3.367)
H (0.603, 2.358, -3.336)
H (-1.289, -0.090, -3.763)
H (-1.526, 1.239, -2.612)
H (-1.522, -0.466, -2.035)
H (0.884, -1.338, -3.758)
H (0.694, -1.741, -2.023)
H (2.174, -0.932, -2.576)
Cl (1.105, -2.203, 4.792)
C (1.046, -0.432, 4.909)
Cl (2.626, 0.303, 5.220)
C (0.474, 0.077, 3.591)
O (-0.721, 0.442, 3.598)
O (1.292, 0.079, 2.598)
H (0.374, -0.134, 5.714)

Output
**Highest occupied orbital energy (alpha / beta)**: -22.573 / -22.279 eV
**Electronic energy**: -84452.484 eV
**Charge**: +4
**2S+1**: 5
**Frontier orbital gap (alpha / beta)**: 4.65 / 2.77 eV
**ΔE to the lowest compared entry with this formula, charge and spin**: 1.6805 eV